Entry 1:
Below is an isolated ion of composition C8H13BrNO2 and charge +1 in a non-equilibrium geometry, with properties calculated with the ωB97M-V functional and the def2-TZVPD basis.

Geometry as XYZ:
```
25
Properties=species:S:1:pos:R:3
C 1.237 -1.387 1.006
C 0.862 1.433 0.296
C 0.161 -1.145 0.303
C 0.021 0.541 -0.241
C 1.829 1.045 1.417
C 2.372 -0.408 1.244
C -1.038 1.897 -2.130
C -1.179 -1.794 0.406
N -1.061 0.679 -1.204
O -1.964 -0.738 0.936
O -1.604 -2.108 -0.961
Br 3.562 -0.377 -0.484
H 1.427 -2.413 1.469
H 0.588 2.458 0.125
H 2.600 1.877 1.508
H 1.214 1.126 2.394
H 2.983 -0.838 2.149
H -2.001 1.802 -2.700
H -1.094 2.793 -1.603
H -0.173 1.945 -2.878
H -1.090 -2.791 0.878
H -1.116 -0.144 -1.814
H -1.944 0.500 -0.633
H -2.652 -1.009 1.555
H -1.940 -2.944 -1.038
```

E_tot: -3091.54135 Eh
Relative energy (zero: lowest compared OMol25 entry of this formula, charge and spin): 11.97 kcal per mole
Total charge: +1
SMILES: C[NH2+]C1=CC[C@H](Br)C=C1C(O)O
Highest occupied orbital energy: -12.85 eV


Entry 2:
Below is an isolated molecule of C25H23ClFN3O4, with properties calculated with the ωB97M-V functional and the def2-TZVPD basis.

Geometry as XYZ:
```
57
Properties=species:S:1:pos:R:3
O 4.113 -1.088 2.411
C 4.077 -1.165 1.199
N 3.425 -2.159 0.546
H 3.214 -2.036 -0.434
C 2.544 -3.069 1.260
C 1.124 -2.600 1.231
C 0.478 -1.669 1.993
C -0.826 -1.552 1.453
C -0.875 -2.422 0.408
O 0.298 -3.061 0.268
H -1.655 -2.672 -0.283
H -1.608 -0.908 1.802
H 0.881 -1.141 2.832
H 2.614 -4.057 0.799
H 2.900 -3.105 2.293
C 4.870 -0.220 0.305
H 5.633 -0.822 -0.194
H 5.376 0.485 0.968
C 4.088 0.555 -0.762
C 3.091 1.563 -0.185
H 2.779 2.255 -0.971
H 3.596 2.148 0.585
C 1.842 0.939 0.443
N 0.717 0.779 -0.482
C 0.706 -0.290 -1.353
O 1.628 -1.082 -1.402
C -0.460 -0.377 -2.227
C -0.484 -1.370 -3.207
C -1.547 -1.471 -4.074
C -2.589 -0.558 -3.972
C -2.584 0.425 -3.004
C -1.527 0.522 -2.094
N -1.465 1.462 -1.084
C -0.334 1.662 -0.318
O -0.280 2.580 0.472
C -2.591 2.306 -0.695
C -3.072 1.959 0.693
C -2.880 2.847 1.746
C -3.294 2.549 3.030
C -3.912 1.333 3.260
C -4.124 0.420 2.244
C -3.698 0.744 0.965
Cl -3.970 -0.411 -0.294
H -4.608 -0.521 2.448
F -4.325 1.024 4.501
H -3.138 3.237 3.845
H -2.377 3.781 1.552
H -2.257 3.347 -0.705
H -3.402 2.178 -1.407
H -3.414 1.111 -2.973
H -3.420 -0.612 -4.659
H -1.570 -2.242 -4.828
H 0.356 -2.046 -3.255
H 1.475 1.581 1.244
H 2.072 -0.042 0.853
H 3.572 -0.133 -1.429
H 4.818 1.108 -1.360
```

E_tot: -1991.84114 Eh
Relative energy (zero: lowest compared OMol25 entry of this formula, charge and spin): 7.31 kcal per mole
SMILES: O=C(CCCCn1c(=O)c2ccccc2n(Cc2ccc(F)cc2Cl)c1=O)NCc1ccco1
Highest occupied orbital energy: -8.44 eV


Entry 3:
Below is C27H18Cl5F4N5O5SSr as an isolated structure in a non-equilibrium geometry, with properties calculated with the ωB97M-V functional and the def2-TZVPD basis.

Geometry as XYZ:
```
66
Properties=species:S:1:pos:R:3
Sr 0.935 -0.160 0.127
C -1.217 0.971 -2.700
N 0.131 1.263 -2.239
C 0.270 2.678 -1.948
C 1.096 0.828 -3.240
C 2.536 0.693 -2.756
N 2.621 -0.337 -1.749
C 3.736 -1.008 -1.547
C 3.706 -2.141 -0.675
F 2.525 -2.457 -0.075
C 4.784 -2.954 -0.450
F 4.639 -4.025 0.363
C 6.023 -2.734 -1.042
C 6.098 -1.631 -1.870
F 7.287 -1.340 -2.460
C 5.031 -0.799 -2.119
F 5.276 0.294 -2.900
H -1.424 1.463 -3.669
H -1.946 1.325 -1.973
H -1.345 -0.105 -2.798
H -0.448 2.964 -1.181
H 0.098 3.292 -2.852
H 1.265 2.894 -1.565
H 1.064 1.518 -4.106
H 0.777 -0.156 -3.590
H 2.901 1.666 -2.398
H 3.149 0.459 -3.640
H 6.867 -3.376 -0.859
O 2.041 -0.914 4.420
C 1.661 -0.914 3.246
O 2.197 -0.425 2.227
C 0.309 -1.648 2.992
C -0.374 -2.348 3.990
C -1.577 -2.952 3.671
C -2.089 -2.849 2.388
C -1.348 -2.146 1.443
N -0.192 -1.593 1.770
C -1.803 -1.950 -0.017
O -2.981 -2.286 -0.269
O -0.952 -1.505 -0.807
H 0.054 -2.382 4.982
H -2.126 -3.502 4.429
H -3.037 -3.285 2.106
Cl 2.206 6.467 4.072
C 1.674 5.048 3.248
C 2.506 4.411 2.326
Cl 4.091 5.031 2.054
C 2.073 3.298 1.636
Cl 3.112 2.471 0.534
C 0.756 2.763 1.809
O 0.329 1.810 1.117
C -0.037 3.406 2.805
Cl -1.590 2.728 3.099
C 0.408 4.520 3.486
Cl -0.620 5.277 4.645
S -5.199 1.298 -0.324
C -5.995 -0.091 -0.702
N -5.296 -1.268 -0.919
C -5.882 -2.421 -1.243
C -7.245 -2.482 -1.385
C -7.924 -1.268 -1.130
N -7.352 -0.148 -0.810
H -4.267 -1.353 -0.767
H -5.199 -3.252 -1.365
H -7.759 -3.389 -1.655
H -9.009 -1.241 -1.193
```

E_tot: -4819.30082 Eh
Total charge: -2
Highest occupied orbital energy: -2.30 eV


Entry 4:
Below is an isolated molecule of C4H12BN in a non-equilibrium geometry, with properties calculated with the ωB97M-V functional and the def2-TZVPD basis.

Geometry as XYZ:
```
18
Properties=species:S:1:pos:R:3
B 0.862 0.099 -0.186
C 1.504 -1.349 -0.112
C 1.626 1.489 -0.204
C -1.510 -1.236 -0.046
C -1.660 1.106 0.313
N -0.668 -0.009 0.030
H 2.463 -1.479 0.248
H 1.320 -1.942 -1.080
H 0.904 -2.036 0.634
H 0.908 2.339 -0.244
H 2.377 1.443 -1.168
H 2.226 1.707 0.727
H -2.281 -1.082 -0.762
H -0.921 -2.053 -0.567
H -1.657 -1.692 1.022
H -2.502 0.590 0.865
H -1.288 1.892 0.942
H -2.238 1.400 -0.529
```

E_tot: -239.18121 Eh
Relative energy (zero: lowest compared OMol25 entry of this formula, charge and spin): 34.66 kcal per mole
SMILES: CB(C)N(C)C
Highest occupied orbital energy: -8.77 eV


Entry 5:
Below is an isolated molecule of C2H2FN3 in a non-equilibrium geometry, with properties calculated with the ωB97M-V functional and the def2-TZVPD basis.

Geometry as XYZ:
```
8
Properties=species:S:1:pos:R:3
C 1.025 -0.457 0.110
C 0.183 0.716 0.083
H 0.277 1.841 0.411
H -1.850 0.506 -0.336
N -1.003 0.228 -0.162
N -1.063 -1.048 -0.011
N 0.151 -1.468 0.055
F 2.279 -0.319 -0.149
```

E_tot: -341.44501 Eh
Relative energy (zero: lowest compared OMol25 entry of this formula, charge and spin): 51.30 kcal per mole
SMILES: Fc1c[nH]nn1
Highest occupied orbital energy: -9.50 eV


Entry 6:
Below is an isolated molecule of C2H3NO2 in a non-equilibrium geometry, with properties calculated with the ωB97M-V functional and the def2-TZVPD basis.

Geometry as XYZ:
```
8
Properties=species:S:1:pos:R:3
C -2.618 -0.032 -0.195
C -0.093 0.230 -0.218
N -1.600 0.857 0.032
O -3.182 -0.616 -1.014
O -2.473 0.243 1.076
H 0.114 -0.786 0.281
H -0.196 0.194 -1.348
H 0.587 1.019 0.144
```

E_tot: -283.12845 Eh
Relative energy (zero: lowest compared OMol25 entry of this formula, charge and spin): 81.30 kcal per mole
SMILES: CN1OC1=O
Highest occupied orbital energy: -10.57 eV


Entry 7:
Below is a 2-piece molecular cluster, C4H13NO2S overall in a non-equilibrium geometry, with properties calculated with the ωB97M-V functional and the def2-TZVPD basis.

Geometry as XYZ:
```
21
Properties=species:S:1:pos:R:3
C 1.194 -0.604 -1.247
N 0.294 0.374 -0.571
C -0.299 0.157 0.754
C -0.628 -1.289 1.171
S -1.972 -1.272 2.422
C 0.706 0.816 1.796
O 0.087 2.061 2.479
H 1.477 -0.201 -2.251
H 2.149 -0.736 -0.713
H 0.849 -1.641 -1.416
H -0.336 0.719 -1.278
H -1.270 0.685 0.898
H 0.269 -1.847 1.357
H -1.162 -1.839 0.384
H -1.254 -0.835 3.431
H 0.768 0.135 2.655
H 1.688 1.144 1.557
H -0.614 2.385 1.887
H -0.145 0.578 -5.142
H -1.375 0.524 -4.062
O -0.427 0.686 -4.109
```

E_tot: -763.55121 Eh
Relative energy (zero: lowest compared OMol25 entry of this formula, charge and spin): 44.58 kcal per mole
SMILES: CN[C@H](CO)CS.O
Highest occupied orbital energy: -8.50 eV


Entry 8:
Below is an isolated molecule of C16H19NO5 in a non-equilibrium geometry, with properties calculated with the ωB97M-V functional and the def2-TZVPD basis.

Geometry as XYZ:
```
41
Properties=species:S:1:pos:R:3
C -0.803 3.594 1.983
C -1.154 2.458 1.409
C -1.448 2.313 -0.054
C -0.527 1.313 -0.701
C 0.845 1.537 -0.649
C 1.737 0.680 -1.278
C 1.240 -0.410 -1.994
C -0.116 -0.649 -2.036
C -1.008 0.193 -1.379
O -2.370 -0.052 -1.474
C -2.956 -0.727 -0.376
C -2.715 -2.251 -0.404
H -3.658 -2.797 -0.355
H -2.192 -2.532 -1.323
O -2.020 -2.742 0.734
N -0.677 -2.406 0.788
C -0.199 -1.420 1.628
O -0.883 -0.688 2.291
C 1.307 -1.449 1.521
C 1.628 -2.584 0.554
C 0.290 -3.111 0.088
O 0.062 -3.964 -0.723
H 2.209 -2.254 -0.307
H 2.173 -3.402 1.027
H 1.735 -1.593 2.514
H 1.644 -0.480 1.151
H -2.594 -0.330 0.580
H -4.024 -0.518 -0.459
H -0.497 -1.486 -2.602
H 1.933 -1.049 -2.518
O 3.095 0.810 -1.254
C 3.651 1.934 -0.615
H 4.728 1.843 -0.744
H 3.415 1.948 0.455
H 3.308 2.867 -1.073
H 1.190 2.407 -0.112
H -2.483 1.996 -0.197
H -1.322 3.280 -0.550
H -1.227 1.550 1.992
H -0.598 3.659 3.038
H -0.719 4.513 1.424
```

E_tot: -1051.98004 Eh
Relative energy (zero: lowest compared OMol25 entry of this formula, charge and spin): 99.01 kcal per mole
SMILES: C=CCc1cc(OC)ccc1OCCON1C(=O)CCC1=O
Highest occupied orbital energy: -8.57 eV